# C61H69BrIN4O27S

A structure of composition C61H69BrIN4O27S in a non-equilibrium geometry (ωB97M-V/def2-TZVPD, OMol25).

Element x y z (Å)
C -4.106491 -4.835744 7.998371
C -3.772689 -5.174715 6.761695
C -2.990877 -5.773993 5.468152
C -2.348914 -4.591925 4.535416
C -1.196733 -3.805642 5.389467
C -0.814373 -2.345934 4.730874
C -0.463542 -2.822911 3.205430
C 0.678212 -1.970712 2.445039
C 0.318486 -2.062475 0.837947
C 1.063428 -0.926683 -0.043160
C 0.662569 0.593248 0.329029
C -0.231857 1.328741 -0.823994
N 0.480234 -1.691219 5.125376
S 1.697921 -2.523037 5.971611
C 2.500769 -3.856680 4.900543
O 1.256056 -3.167406 7.295294
O 2.879438 -1.626275 6.389139
C 0.210528 -0.269509 5.323326
N 0.857585 0.858559 5.046943
Br 2.535206 0.767812 4.228089
N -1.164496 -0.253691 5.905651
C -0.890818 -0.719571 7.296278
C -1.712742 0.027071 8.469830
O -2.775191 -0.846591 8.953850
C -3.500457 -0.250898 10.062382
C -4.775120 -1.250909 10.345276
C -1.924998 -1.134836 4.942156
N -2.962891 -1.748832 5.798036
C -4.135364 -1.147392 5.890732
C -4.515742 0.262714 6.553948
C -5.432935 -2.009507 5.364655
C -2.276756 -0.226473 3.662531
I -3.734125 -1.156036 2.268559
C -2.684998 1.304917 3.923930
C -4.194166 1.719555 3.437304
H -4.453772 -4.773361 9.098776
H -2.184148 -6.545081 5.759447
H -3.779082 -6.315877 4.819986
H -1.855304 -5.149416 3.641467
H -3.147436 -3.838310 4.164485
H -0.276797 -4.527610 5.365833
H -1.455811 -3.725256 6.519316
H -1.375971 -2.977981 2.527478
H 0.005660 -3.888879 3.324474
H 0.704946 -0.847527 2.671493
H 1.745336 -2.393237 2.532917
H 0.412583 -3.133253 0.424493
H -0.822882 -1.807231 0.787864
H 0.712983 -1.091483 -1.145730
H 2.199433 -1.142274 -0.032313
H 1.662455 1.196322 0.359715
H 0.066054 0.684168 1.309325
H 0.352587 1.513477 -1.803630
H -1.227051 0.790285 -1.031573
H -0.470746 2.390521 -0.402656
H 3.337612 -4.297015 5.584866
H 3.031268 -3.405485 3.985363
H 1.791817 -4.726766 4.663905
H 0.408658 1.760580 5.273668
H -0.976966 -1.848848 7.488541
H 0.234163 -0.465131 7.504931
H -0.965165 0.130726 9.365033
H -2.048615 1.099001 8.223710
H -2.865542 -0.291118 11.024818
H -3.964143 0.778959 9.842300
H -4.715576 -1.762646 11.375992
H -4.774338 -2.120444 9.564272
H -5.791075 -0.724728 10.224632
H -3.645904 0.986333 6.728783
H -5.397382 0.816614 6.025587
H -4.936634 0.011239 7.616466
H -6.017660 -1.301359 4.651524
H -6.092316 -2.381961 6.230294
H -5.036608 -2.864653 4.684310
H -1.302810 -0.189799 3.016275
H -1.986199 1.983882 3.275960
H -2.584439 1.696690 4.993702
H -5.020518 1.071693 3.897475
H -4.275084 1.850020 2.290127
H -4.356317 2.793533 3.872314
C 7.204904 -2.400295 2.628766
C 7.595520 -1.808786 1.496635
C 7.075365 -0.468780 1.104426
O 7.462932 0.053044 0.074173
C 6.095817 0.175394 1.987001
C 5.703659 -0.417110 3.113994
C 6.242736 -1.744620 3.521955
O 5.873940 -2.249401 4.570198
O 4.784399 0.175268 3.943024
O 8.487746 -2.410093 0.654994
H 7.575314 -3.372073 2.927634
H 5.712802 1.140139 1.680434
H 4.665803 -0.450006 4.691680
H 8.609490 -1.784743 -0.089105
C 9.579778 0.543471 -4.054333
C 8.728641 0.748654 -3.046692
C 7.829671 1.938158 -3.020598
O 7.049570 2.086221 -2.092864
C 7.925983 2.897349 -4.126996
C 8.779074 2.693465 -5.132593
C 9.658290 1.491438 -5.172378
O 10.414183 1.326517 -6.116438
O 8.878955 3.581737 -6.167661
O 8.645727 -0.126007 -1.997815
H 10.236054 -0.316330 -4.087126
H 7.280995 3.764564 -4.087398
H 9.560403 3.210587 -6.763923
H 7.952297 0.244095 -1.399239
C 3.005432 -0.738989 -4.831842
C 3.988638 -0.017137 -4.290696
C 4.544040 1.179866 -4.983088
O 5.430097 1.826954 -4.448438
C 3.995855 1.529720 -6.297754
C 3.014859 0.806338 -6.841241
C 2.440747 -0.374307 -6.136472
O 1.530854 -1.003959 -6.653403
O 2.499141 1.122851 -8.066814
O 4.525525 -0.347152 -3.076331
H 2.591621 -1.608864 -4.338693
H 4.419871 2.390376 -6.797457
H 1.805009 0.454561 -8.237481
H 5.215477 0.326819 -2.904802
C -0.620164 4.110236 -6.147104
C -1.578109 4.835102 -6.730730
C -1.248389 5.917654 -7.701745
O -2.147325 6.548641 -8.231598
C 0.168390 6.184713 -7.979086
C 1.124872 5.461946 -7.392608
C 0.794210 4.362065 -6.443331
O 1.693957 3.707827 -5.938135
O 2.447473 5.703218 -7.641122
O -2.898728 4.611378 -6.460842
H -0.845297 3.320319 -5.442438
H 0.394834 6.984394 -8.671779
H 2.936575 5.050442 -7.101022
H -3.393156 5.262262 -7.007302
C -1.209545 -1.818705 -5.432554
C -2.024432 -2.662922 -6.070065
C -3.373837 -2.995184 -5.530538
O -4.100985 -3.755661 -6.147314
C -3.774155 -2.385953 -4.255966
C -2.957813 -1.545258 -3.618396
C -1.620826 -1.192167 -4.171254
O -0.906853 -0.404130 -3.567914
O -3.315833 -0.972464 -2.430057
O -1.652809 -3.255006 -7.243730
H -0.227998 -1.567160 -5.814243
H -4.748593 -2.648759 -3.866006
H -2.558935 -0.407109 -2.176109
H -2.411222 -3.816269 -7.503578
C -7.493975 2.553349 -7.743889
C -6.509515 3.274770 -7.204196
C -5.952700 4.469689 -7.899176
O -5.064754 5.118125 -7.367284
C -6.499924 4.818472 -9.214431
C -7.482486 4.094959 -9.756370
C -8.058449 2.916288 -9.049236
O -8.968114 2.287845 -9.564574
O -7.998480 4.408177 -10.981391
O -5.973040 2.945547 -5.989969
H -7.908808 1.684994 -7.249120
H -6.074254 5.677692 -9.715680
H -8.693561 3.739885 -11.149543
H -5.281883 3.617497 -5.819539

Atoms 1-2, force components in eV/Å:
C 1.61 -2.46 -6.17
C -0.21 0.81 6.28

Net charge: +1
Highest occupied orbital energy in Ha: -0.394

Atom charges from the Mulliken analysis, given in e for atoms 1 to 2: -0.3705 -0.1684

=====

# C61H72BClN11O22S

A cluster of 7 separate species, C61H72BClN11O22S in total in a non-equilibrium geometry (ωB97M-V/def2-TZVPD, OMol25).

Element x y z (Å)
C 6.025789 -3.272673 0.173680
C 4.631811 -2.555511 0.428576
B 3.749389 -2.754707 -0.887760
O 3.762660 -4.039469 -1.505644
N 2.858796 -1.719982 -1.531804
C 2.942066 -1.197167 -2.918952
C 4.333042 -1.370532 -3.619268
N 4.358471 -1.056923 -5.062142
C 4.354918 -2.272511 -5.927613
C 3.286972 -3.373650 -5.549928
C 3.376296 -0.069603 -5.448440
C 1.997212 -0.386717 -6.139421
O 3.611775 1.104045 -5.256740
C 1.906188 -1.232253 -0.782297
N 0.953933 -0.248378 -1.096479
C 0.380631 0.449413 0.104086
C -1.230917 0.490543 0.157304
C -1.909877 0.452591 -1.269295
C -3.029080 1.583095 -1.467018
C -2.514636 2.707575 -2.457536
O -2.190317 2.169632 -3.753739
C -2.488495 3.055091 -4.787130
O -1.709836 3.814082 -5.263521
C 0.732704 1.986712 0.186876
C 2.256514 2.338380 0.130437
O 2.562600 3.481837 0.342463
O 3.274815 1.443845 -0.188865
C 4.543594 1.896655 0.303038
C 5.544631 2.701065 -0.599015
O 4.807156 1.641108 1.437636
C 0.931743 -0.484087 1.264974
N 1.835831 0.167618 2.269156
C 2.544189 -0.652435 2.853926
O 3.301778 -1.360884 3.343994
N 1.600525 -1.604550 0.570843
C 0.791191 -2.843078 0.764725
C -0.664389 -2.792421 0.155332
C -0.994863 -4.262591 -0.410135
C -2.355134 -4.820731 0.134631
S -3.771468 -3.804627 -0.401049
O -3.682702 -2.409427 0.103370
O -3.760802 -3.802558 -1.862957
Cl -5.544252 -4.757236 0.148598
H 6.725083 -3.175016 1.038137
H 5.844431 -4.360592 -0.046599
H 6.475319 -2.838960 -0.764356
H 4.100376 -3.128828 1.249817
H 4.710452 -1.492355 0.772755
H 3.130684 -4.622602 -1.042450
H 2.140043 -1.694235 -3.535977
H 2.747424 -0.088449 -2.849968
H 5.043333 -0.639757 -3.124475
H 4.807924 -2.380376 -3.504324
H 5.384168 -2.703891 -5.862034
H 4.207833 -1.905109 -6.982630
H 3.604393 -3.889356 -4.595100
H 3.278096 -4.151209 -6.350872
H 2.266605 -2.954993 -5.322863
H 1.680473 0.422192 -6.849557
H 1.986621 -1.343189 -6.716879
H 1.176877 -0.468024 -5.366343
H 1.256097 0.558815 -1.650627
H -1.657012 -0.275142 0.852400
H -1.493209 1.490635 0.609324
H -1.206468 0.573683 -2.130053
H -2.461629 -0.528022 -1.335673
H -3.404559 1.999929 -0.501057
H -3.865352 1.072330 -2.024332
H -3.246664 3.547320 -2.574444
H -1.578646 3.126040 -1.976566
H -3.532162 2.988793 -5.216233
H 0.234433 2.509925 -0.672677
H 0.344474 2.442809 1.136574
H 5.326126 2.565223 -1.690296
H 6.582968 2.375898 -0.324578
H 5.398140 3.770193 -0.294438
H 0.072907 -0.795068 1.926008
H 1.412263 -3.713234 0.418227
H 0.673056 -2.979415 1.877528
H -1.392487 -2.551610 0.978285
H -0.780685 -2.109507 -0.719480
H -1.040177 -4.191560 -1.530723
H -0.201565 -5.014323 -0.173441
H -2.502195 -5.840402 -0.327664
H -2.286348 -4.989192 1.239393
C 8.027985 8.849959 1.329239
C 9.097918 8.257715 0.668869
C 8.881931 7.176947 -0.173864
C 7.589328 6.701134 -0.350553
C 6.514921 7.281649 0.310691
C 6.739195 8.360382 1.154038
N 7.354234 5.575346 -1.259409
O 8.318709 5.077040 -1.808445
O 6.200928 5.201045 -1.417674
H 8.199292 9.697869 1.982783
H 10.101044 8.641595 0.809354
H 9.721719 6.722569 -0.683789
H 5.506821 6.909713 0.178303
H 5.908556 8.823176 1.672846
C -6.958950 -1.113115 4.561642
C -6.190895 -0.707161 5.646337
C -4.808737 -0.667627 5.542287
C -4.207848 -1.033050 4.344037
C -4.965427 -1.447217 3.256956
C -6.347952 -1.486944 3.370441
N -2.747213 -0.969307 4.218152
O -2.107190 -0.621342 5.189710
O -2.251201 -1.267772 3.135159
H -8.037397 -1.138042 4.644951
H -6.672036 -0.418709 6.573028
H -4.218930 -0.350000 6.392659
H -4.502601 -1.737521 2.321280
H -6.950809 -1.806267 2.528770
C -12.208678 0.429707 7.899186
C -11.415455 0.368405 6.759915
C -10.474834 -0.642337 6.621383
C -10.340429 -1.589240 7.628656
C -11.123509 -1.531661 8.773724
C -12.060070 -0.516074 8.906428
N -9.365029 -2.675244 7.477708
O -8.674562 -2.690613 6.468167
O -9.299578 -3.503343 8.365451
H -12.945141 1.216529 8.001850
H -11.533036 1.108755 5.977381
H -9.862821 -0.680558 5.730332
H -11.017775 -2.265294 9.562678
H -12.678108 -0.463077 9.794353
C 8.693291 1.245011 3.026902
C 10.002859 0.811441 3.194250
C 10.473572 -0.274272 2.469229
C 9.624895 -0.914360 1.576843
C 8.311648 -0.492946 1.408465
C 7.846478 0.591551 2.138779
N 10.127271 -2.046342 0.790108
O 11.275868 -2.400710 0.976298
O 9.364467 -2.565222 -0.009046
H 8.330342 2.097215 3.590681
H 10.658541 1.322780 3.888670
H 11.495317 -0.604267 2.606414
H 7.646911 -0.993058 0.716690
H 6.824647 0.932815 2.014393
C 5.760361 -4.288380 -12.213060
C 6.223038 -3.096943 -11.667235
C 6.294459 -2.945399 -10.290001
C 5.903681 -3.996044 -9.469911
C 5.433098 -5.187539 -10.005995
C 5.361991 -5.330517 -11.384156
N 6.001204 -3.848860 -8.015144
O 6.400087 -2.783262 -7.575971
O 5.680637 -4.801050 -7.322190
H 5.711000 -4.405775 -13.289685
H 6.531210 -2.286827 -12.316894
H 6.656416 -2.013595 -9.874481
H 5.123596 -6.006142 -9.368816
H 4.999399 -6.256325 -11.813866
C -15.640186 4.060572 3.364124
C -14.818368 3.041810 3.830821
C -14.256713 3.127465 5.096682
C -14.528815 4.235850 5.887571
C -15.342532 5.261751 5.427084
C -15.898630 5.170697 4.158814
N -13.957532 4.318983 7.236385
O -13.230022 3.408424 7.604567
O -14.243159 5.286835 7.913389
H -16.082213 3.988433 2.376771
H -14.618248 2.178490 3.207651
H -13.618243 2.328633 5.451073
H -15.552425 6.129075 6.039850
H -16.537487 5.963955 3.790232

Atoms 1-2, force components in eV/Å:
C -0.38 0.05 -0.55
C -0.26 -0.34 -0.05

Net charge: +1
Highest occupied orbital energy in Ha: -0.411

Atom charges from the Mulliken analysis, given in e for atoms 1 to 2: -1.4488 0.6387

=====

| no. | calculated total energy (a.u.) | orbital gap (eV) |
| --- | --- | --- |
| 1 | -7885.388576 | 6.62 |
| 2 | -5507.660778 | 8.56 |